{
  "formula": "C23H29FN3O3PdSi",
  "method": "ωB97M-V with the def2-TZVPD basis set",
  "homo_energy_ev": [-4.206, -4.094],
  "total_charge": -1,
  "e_tot_ha": -1801.1678,
  "relative_energy_kj_mol": 150.3,
  "e_lumo_ev": [1.693, 2.514],
  "elements": ["Pd", "C", "Si", "C", "C", "N", "C", "C", "C", "C", "C", "C", "F", "H", "H", "H", "H", "H", "H", "H", "H", "H", "H", "H", "H", "H", "C", "C", "C", "C", "C", "C", "C", "C", "N", "H", "H", "H", "H", "H", "H", "O", "C", "C", "C", "C", "O", "N", "H", "H", "H", "H", "C", "C", "O", "H", "H", "H", "H", "H", "H"],
  "coordinates": [[-0.94239, -0.38872, -0.32381], [-2.81394, -0.32175, 2.19216], [-1.19810, 0.54564, 2.59847], [-0.97930, 0.30385, 4.46129], [-1.47926, 2.39189, 2.34574], [0.02704, -0.10348, 1.60161], [1.38998, -0.01502, 1.72840], [2.04290, 0.30490, 2.94495], [3.42245, 0.37920, 3.07494], [4.25511, 0.12592, 1.99626], [3.66281, -0.18594, 0.77746], [2.29366, -0.24199, 0.66776], [1.80931, -0.54576, -0.56515], [-3.61864, 0.04678, 2.84337], [-2.72651, -1.40390, 2.33471], [-3.11636, -0.12764, 1.16025], [-1.95410, 0.38064, 4.95997], [-0.32204, 1.06337, 4.90083], [-0.55777, -0.68455, 4.68593], [-1.76604, 2.88828, 3.28080], [-2.27932, 2.55488, 1.61279], [-0.56904, 2.87194, 1.96492], [1.42299, 0.49148, 3.81012], [3.84951, 0.62937, 4.04107], [5.33293, 0.17628, 2.09076], [4.25641, -0.38113, -0.10825], [-1.70597, -2.24296, -0.92306], [-0.48873, -2.99219, -0.73406], [-0.26140, -3.71068, 0.45780], [0.89675, -4.42363, 0.65972], [1.88326, -4.45820, -0.32804], [1.67892, -3.75258, -1.51587], [0.51937, -3.03610, -1.71631], [3.08914, -5.22228, -0.13917], [4.05409, -5.83344, 0.00221], [-2.53429, -2.49091, -0.27175], [-1.98792, -1.98809, -1.93871], [-1.01388, -3.67194, 1.23756], [1.05481, -4.95939, 1.58675], [2.44890, -3.76806, -2.27617], [0.38174, -2.46032, -2.62231], [-2.90576, 0.97706, -1.37723], [-2.15053, 1.95364, -1.30526], [-2.54282, 3.38175, -1.65516], [-1.27792, 4.17188, -1.32303], [-0.24855, 3.08781, -0.97127], [0.92817, 3.31681, -0.77360], [-0.86162, 1.85745, -0.91996], [-3.42770, 3.67014, -1.08912], [-2.80420, 3.41702, -2.71367], [-1.39354, 4.81452, -0.44904], [-0.89796, 4.78525, -2.13896], [0.51288, 1.45730, -4.80002], [-0.59359, 0.68082, -4.11011], [-0.10796, -0.10474, -3.03118], [0.12592, 1.98429, -5.67716], [1.30801, 0.77923, -5.11931], [0.94440, 2.19540, -4.11675], [-1.06665, -0.01369, -4.80317], [-1.36887, 1.36859, -3.75697], [0.37117, 0.47570, -2.42501]],
  "forces_ev_per_a": [[-0.5, 0.7, -0.9], [-0.1, 0.0, 0.1], [-0.1, -0.1, 0.1], [0.1, -0.1, 0.2], [0.0, 0.2, -0.1], [0.1, -0.5, -0.3], [-0.1, 0.0, 0.1], [-0.1, 0.0, -0.1], [-0.1, 0.0, 0.0], [0.0, 0.0, -0.1], [0.1, 0.0, 0.1], [0.0, 0.0, 0.1], [-0.1, 0.0, -0.2], [0.1, 0.0, 0.0], [0.0, 0.1, 0.0], [0.0, 0.0, 0.0], [0.1, 0.0, -0.1], [-0.1, -0.1, 0.0], [-0.1, 0.1, 0.0], [0.0, -0.1, -0.1], [0.1, 0.0, 0.1], [-0.1, 0.0, 0.1], [0.0, 0.0, 0.0], [0.0, 0.0, 0.0], [-0.1, 0.0, 0.0], [0.0, 0.0, 0.0], [0.6, 0.7, 1.0], [0.2, -0.7, 0.0], [-0.1, 0.1, 0.0], [0.0, 0.0, 0.1], [0.1, -0.1, -0.1], [0.1, 0.0, 0.0], [-0.1, 0.0, 0.0], [-0.2, 0.2, 0.0], [0.0, -0.1, 0.0], [-0.1, -0.1, 0.0], [0.0, 0.1, -0.1], [0.0, 0.0, 0.0], [0.0, 0.0, 0.0], [0.0, 0.0, 0.0], [0.0, 0.0, 0.0], [0.1, 0.0, 0.0], [0.1, -0.1, 0.1], [0.1, 0.0, 0.0], [-0.1, -0.1, 0.0], [0.0, -0.1, 0.1], [-0.1, -0.1, 0.0], [0.1, 0.1, 0.0], [0.0, 0.0, 0.0], [0.0, 0.0, 0.0], [0.0, 0.0, 0.0], [0.0, 0.0, 0.0], [0.1, 0.0, 0.0], [0.0, 0.1, 0.2], [0.1, -0.1, -0.4], [0.0, 0.0, 0.1], [0.0, 0.1, 0.0], [0.0, 0.0, 0.0], [0.0, -0.1, 0.0], [-0.1, 0.0, 0.0], [0.0, 0.1, 0.2]],
  "mulliken_charge": [0.39, -1.01, 0.26, -1.37, -1.02, 0.71, 0.07, -0.27, -0.89, -0.40, -0.83, 0.52, -0.06, 0.39, 0.23, 0.26, 0.36, 0.37, 0.34, 0.52, 0.18, 0.24, 0.13, 0.39, 0.36, 0.39, -2.22, 1.78, -0.57, -0.78, 0.59, -0.73, -0.26, -0.02, -0.58, 0.51, 0.43, 0.29, 0.43, 0.43, 0.34, -0.68, 0.13, -0.73, -0.40, -0.47, -0.72, 0.83, 0.33, 0.30, 0.24, 0.30, -1.22, -0.09, -0.22, 0.40, 0.28, 0.31, 0.41, 0.00, 0.09]
}

{
  "formula": "C23H29FN6O4",
  "method": "ωB97M-V with the def2-TZVPD basis set",
  "homo_energy_ev": -7.602,
  "smiles": "CC(C)CCNC(=O)[C@H](c1ccco1)N(CCCO)C(=O)Cn1nnc(-c2ccc(F)cc2)n1",
  "total_charge": 0,
  "e_tot_ha": -1622.2629,
  "relative_energy_kj_mol": 2458.7,
  "e_lumo_ev": -0.527,
  "elements": ["C", "C", "C", "C", "C", "N", "C", "O", "C", "C", "C", "C", "C", "O", "N", "C", "C", "C", "O", "C", "O", "C", "N", "N", "N", "C", "C", "C", "C", "C", "F", "C", "C", "N", "H", "H", "H", "H", "H", "H", "H", "H", "H", "H", "H", "H", "H", "H", "H", "H", "H", "H", "H", "H", "H", "H", "H", "H", "H", "H", "H", "H", "H"],
  "coordinates": [[-6.12642, -0.24418, 0.04767], [-5.11394, -0.51389, -1.30592], [-4.00659, -1.26858, -0.64406], [-4.68047, 1.00400, -1.67457], [-4.09932, 1.82483, -0.74479], [-2.74994, 1.74275, -0.22430], [-2.41387, 1.37061, 0.86448], [-3.20393, 1.39639, 2.08970], [-0.88764, 0.79886, 1.18719], [-0.00688, 1.92130, 0.66631], [-0.02469, 3.35894, 0.07127], [1.13504, 3.75278, -0.10488], [1.96268, 2.66948, -0.05262], [1.21602, 1.72024, 0.69139], [-0.60700, -0.33714, 0.52785], [-0.57192, -1.63247, 1.48748], [0.71377, -1.74876, 1.97452], [0.85462, -3.24302, 2.26953], [0.79623, -4.06808, 1.22277], [-0.41542, -0.63247, -0.77760], [-0.56485, 0.64024, -1.58391], [0.14234, -1.77207, -1.19797], [1.61843, -1.41586, -1.49678], [2.11866, -1.50356, -2.77168], [3.37006, -0.89817, -2.58549], [3.46668, -0.68554, -1.42175], [4.67033, -0.18581, -0.70121], [4.75996, 0.44158, 0.67941], [5.89064, 0.77233, 1.03369], [6.98313, 0.94557, 0.67499], [8.00779, 1.39522, 0.98727], [6.97394, 0.62329, -0.91523], [5.72658, 0.18313, -1.39360], [2.39583, -0.83038, -0.67332], [-5.57997, 0.14723, 0.86711], [-6.84798, 0.48422, -0.35995], [-6.51421, -1.26535, 0.16358], [-5.55441, -0.83918, -2.07240], [-4.35093, -2.34263, -0.39095], [-3.17310, -1.13704, -1.55527], [-3.62044, -0.79099, 0.15718], [-5.66140, 1.73417, -2.06859], [-4.09960, 1.01899, -2.57621], [-4.04767, 2.94482, -1.14618], [-4.66463, 2.01679, 0.37486], [-1.93895, 1.51656, -0.70877], [-0.70327, 0.94700, 2.23021], [-1.04704, 3.97203, -0.17284], [1.35725, 4.71529, -0.44781], [3.06256, 2.67389, -0.02736], [-1.38282, -1.16115, 2.14591], [-1.21821, -2.29687, 0.97587], [0.84506, -1.29288, 2.86701], [1.36390, -1.50801, 1.34237], [2.00645, -3.41711, 2.65739], [0.12944, -3.68755, 3.13991], [0.89090, -4.83727, 1.47425], [0.35721, -2.64267, -0.63113], [-0.14274, -2.10831, -2.22695], [3.71907, 0.16828, 1.15887], [5.85072, 0.91223, 2.27139], [7.74752, 0.79541, -1.27771], [5.88742, -0.30146, -2.36961]],
  "forces_ev_per_a": [[-0.1, -1.2, -4.6], [2.0, 7.1, 9.9], [0.9, -2.6, -6.1], [-4.5, -2.6, -4.3], [0.4, 8.5, 6.8], [-1.7, 0.0, -5.7], [-1.1, -2.8, 16.7], [3.6, -0.4, -6.4], [-2.4, 7.1, -2.3], [-2.3, 6.2, -2.3], [-14.7, -4.3, 3.2], [7.6, 1.7, -2.8], [1.3, -0.2, 2.7], [6.2, -2.2, -1.4], [1.1, -7.8, -1.3], [-7.1, 6.5, -1.6], [-2.6, -6.5, 4.2], [3.4, -0.9, 5.7], [-2.5, 10.7, -7.1], [-3.8, 14.7, 1.2], [0.6, -7.2, 3.0], [5.4, -5.0, -5.2], [-1.4, 0.0, -3.4], [1.0, 1.6, 2.5], [-3.0, -4.4, -10.3], [3.4, 3.9, 10.6], [-2.1, 3.4, 4.0], [-13.0, -7.7, -7.5], [-7.0, 1.8, 17.5], [5.3, -3.1, -18.8], [10.1, 4.5, 5.8], [-13.9, -1.7, 10.9], [6.6, -1.5, -3.9], [-1.3, -1.3, 1.7], [0.5, 0.1, 0.7], [-0.2, -0.5, 0.8], [-0.4, 0.6, 0.7], [-3.6, -3.3, -5.8], [1.0, 1.6, -0.6], [-1.2, -1.4, 2.5], [1.0, 1.4, 2.7], [2.3, -2.6, 1.2], [0.6, -0.3, -0.7], [-0.6, -2.2, 0.5], [1.0, -0.8, -3.3], [1.8, 0.0, -3.8], [-0.5, -1.4, 0.9], [2.7, -1.7, 0.9], [0.7, 1.1, -0.6], [-0.8, -0.7, 0.3], [1.3, -1.3, 0.3], [0.6, -1.7, -0.6], [0.5, 1.8, 2.7], [5.6, 2.1, -5.2], [-2.6, 0.8, 0.0], [1.5, 1.6, -1.7], [1.5, -12.1, 3.7], [-1.1, -0.6, 1.3], [-0.4, 0.4, 0.9], [2.6, 1.3, 0.2], [0.1, 0.3, -2.1], [12.1, 2.4, -6.9], [-0.7, 0.8, -0.3]],
  "mulliken_charge": [-1.33, -0.52, -0.55, -0.70, -0.81, 0.31, 0.02, -0.81, 0.88, -0.35, -1.07, -0.40, -0.37, -0.09, 0.39, -1.74, 0.54, -0.93, -0.34, 0.80, -0.80, -1.10, 0.90, -0.96, -0.34, 0.11, 0.78, -0.27, 0.10, 0.31, -0.26, -1.27, -0.33, -0.11, 0.39, 0.38, 0.43, 0.82, 0.35, 0.05, 0.10, 0.28, 0.39, 0.18, 0.44, 0.34, 0.69, 0.12, 0.53, 0.28, 0.60, 0.68, 0.54, -0.13, 0.33, 0.33, 0.23, 0.46, 0.31, 0.00, 0.02, 0.90, 0.30]
}